Record 1
The following is a DFT calculation (the ωB97M-V functional and the def2-TZVPD basis) of a cluster of 2 separate species, C3H6Cl2N in total in a non-equilibrium geometry.

The geometry in XYZ format:
```
12
Properties=species:S:1:pos:R:3:forces:R:3
H 0.018 -1.208 1.387 1.6577 -0.0143 0.7455
H 0.536 1.105 0.560 0.4149 -1.7255 -0.1881
H 0.393 -1.912 -0.144 -0.0843 1.2305 1.0192
C -1.864 2.122 -1.093 -3.4859 -1.9386 -1.8193
N 0.059 -1.056 0.388 -1.7119 -2.8287 0.1273
H -1.073 -1.235 0.401 1.1650 0.9460 -1.6136
H 0.810 0.325 -1.088 0.7715 -0.6708 -0.7146
Cl -3.403 2.544 -1.961 1.1310 -0.2776 0.9625
C 0.555 0.172 -0.072 -4.1580 3.6094 -0.0733
H -1.295 2.965 -0.975 1.7458 1.4966 0.3541
Cl -2.560 -0.584 -0.700 0.2373 1.2601 -0.4400
C -1.640 0.852 -0.865 2.3169 -1.0871 1.6404
```
Positions in Å, forces in eV/Å.

## Properties
multiplicity = 1
ΔE to the lowest compared entry with this formula, charge and spin = 426.2 kJ/mol
total charge = +1
energy = -1092.6030 Eh

Record 2
The following is a DFT calculation (the ωB97M-V functional and the def2-TZVPD basis) of the molecule C5H6ClFO in a non-equilibrium geometry.

The geometry in XYZ format:
```
14
Properties=species:S:1:pos:R:3:forces:R:3
H 0.492 1.531 -1.355 0.3134 -0.0550 0.1160
Cl 2.075 -0.650 -1.198 -0.5214 -0.2093 0.4289
H -2.095 0.532 0.149 0.2747 -0.1105 -0.2662
O -1.204 0.308 -1.772 0.2225 0.2649 0.1786
H -1.156 2.371 -1.180 0.3689 -0.3361 -0.1231
C 0.797 -0.250 1.330 0.4782 -0.7708 0.5693
H 1.163 -2.220 0.361 -0.0842 -0.1947 -0.0103
C 1.016 -1.179 0.144 1.0638 0.8241 -0.2926
C -0.319 -0.624 0.416 -0.6538 -0.4689 0.3092
C -1.144 0.336 -0.367 0.4173 0.8848 0.2855
H 0.853 -0.755 2.314 -0.2544 0.4493 -0.7176
C -0.558 1.450 -1.149 -1.4236 -0.4184 -0.0103
H 1.212 0.746 1.307 -0.0451 0.0782 -0.2121
F -1.132 -1.594 0.999 -0.1562 0.0624 -0.2552
```
Positions in Å, forces in eV/Å.

## Properties
multiplicity = 1
ΔE to the lowest compared entry with this formula, charge and spin = 155.1 kJ/mol
energy = -829.3331 Eh

Record 3
The following is a DFT calculation (the ωB97M-V functional and the def2-TZVPD basis) of the molecule C5H7NO in a non-equilibrium geometry.

The geometry in XYZ format:
```
14
Properties=species:S:1:pos:R:3:forces:R:3
N 2.517 0.896 -0.082 0.1434 -0.1646 0.0750
C -1.161 -1.920 0.474 1.2705 0.4991 -0.4008
C -0.753 -0.636 0.407 -2.1898 -1.1181 -0.1312
H -1.717 0.389 -1.156 -0.2997 0.0629 0.1695
H 2.606 1.336 0.820 0.0117 -0.0032 -0.1015
H -2.942 -0.180 0.018 0.0987 -0.0843 0.1061
H 3.371 0.721 -0.586 0.0156 0.0055 0.0321
C -1.947 0.242 -0.093 0.0885 0.2426 -0.3323
H 0.167 1.175 0.915 0.1583 0.0031 -0.0765
H -1.895 1.217 0.394 -0.1790 -0.1326 0.0397
O 1.589 -0.896 -1.141 0.0833 0.1578 0.5000
C 1.533 -0.053 -0.252 0.2773 -0.1063 -0.3012
C 0.351 0.161 0.577 0.7814 0.4196 0.1529
H -1.720 -2.453 -0.294 -0.2604 0.2184 0.2683
```
Positions in Å, forces in eV/Å.

## Properties
multiplicity = 1
ΔE to the lowest compared entry with this formula, charge and spin = 453.1 kJ/mol
energy = -324.5519 Eh

Record 4
The following is a DFT calculation (the ωB97M-V functional and the def2-TZVPD basis) of the ion C3H5N2O3 with charge -1 in a non-equilibrium geometry.

The geometry in XYZ format:
```
13
Properties=species:S:1:pos:R:3:forces:R:3
N 0.514 0.560 1.200 0.5759 0.3187 -0.5695
H 0.187 -0.581 -2.483 -1.3584 -2.1517 0.2257
O -0.800 -1.772 -1.196 0.5380 0.5909 -1.3125
O -1.726 -1.298 0.774 1.0145 1.0156 -1.0486
H 1.668 1.131 -1.007 -0.0534 -0.1077 -0.2421
H 0.040 1.798 -1.269 0.8122 -1.8569 -0.3071
C -0.901 -1.068 -0.186 -0.6527 -1.1562 3.3306
O 0.691 0.197 -2.572 0.7660 1.7975 1.4376
H 0.010 0.706 3.038 0.0363 3.1762 2.3667
H -0.681 -0.537 2.449 0.1489 -0.3511 -1.0090
C 0.656 0.789 -1.263 -0.2509 2.3888 1.5833
N 0.182 0.012 2.424 -0.3609 -2.9543 -1.8218
C 0.160 0.064 0.092 -1.2153 -0.7099 -2.6333
```
Positions in Å, forces in eV/Å.

## Properties
multiplicity = 1
ΔE to the lowest compared entry with this formula, charge and spin = 275.8 kJ/mol
total charge = -1
energy = -452.5622 Eh

Record 5
The following is a DFT calculation (the ωB97M-V functional and the def2-TZVPD basis) of the molecule C27H31NO8 in a non-equilibrium geometry.

The geometry in XYZ format:
```
67
Properties=species:S:1:pos:R:3:forces:R:3
H -1.446 -1.509 -1.331 -0.0902 -0.0381 -0.1344
O -1.903 0.081 3.601 -0.1671 -0.2794 -0.3400
O 0.941 -1.993 -1.748 0.0307 0.3469 0.1558
C -1.748 -0.269 2.291 -0.1642 -0.1614 0.1030
C -1.771 0.785 -2.441 0.3920 0.1359 -0.1487
C 3.877 0.198 0.195 -0.2399 -0.1941 -0.1622
H 1.967 -3.354 -2.938 -0.0266 0.0221 0.0525
C -0.756 -0.107 0.104 -0.1690 0.0005 0.1565
H 0.027 -0.233 -2.819 -0.1077 0.1600 -0.0378
N -2.387 1.842 -1.888 -0.3181 0.1524 0.0219
H 0.238 -3.632 -2.640 0.0791 -0.0160 0.0270
C -4.184 3.186 -1.162 0.1176 -0.0084 -0.0876
H 5.729 -2.900 -1.587 -0.0167 0.0117 0.0475
H -4.190 -3.720 -1.420 0.0788 0.0131 -0.0349
C -0.262 0.670 -2.283 -0.0531 -0.0922 -0.0314
C -2.490 -1.736 0.519 -0.0680 -0.0406 0.1180
H -2.832 4.779 -0.488 0.0496 0.0545 -0.0099
O -3.463 -1.780 2.791 0.1713 0.4272 -0.3764
H -0.235 1.151 1.745 0.0653 0.1319 0.0752
C -3.836 1.953 -1.989 -0.3691 -0.2374 -0.1594
H -3.442 -2.182 -1.928 0.0348 -0.0251 0.0255
O 2.259 1.939 0.449 -0.1895 -0.0128 -0.0728
H 5.817 0.619 1.033 0.1020 0.0506 0.0602
H 3.423 -2.815 -1.284 0.0274 -0.0932 -0.0345
C -3.338 -3.056 -1.279 -0.0545 -0.0228 -0.2614
H -0.887 3.303 -1.662 0.0174 -0.0158 0.0736
O 2.719 3.818 1.506 0.1277 -0.3893 -0.1511
H -4.668 -3.251 1.946 0.0988 -0.0145 0.1225
C 3.134 2.749 1.130 -0.0590 0.6858 0.3306
H -3.081 -3.805 2.531 -0.0168 0.0277 0.0005
H -1.622 2.722 -0.145 0.0825 0.0634 -0.0144
C -2.586 -1.311 1.850 -0.0551 -0.0740 0.2614
C -1.115 1.128 4.108 0.1488 0.1735 0.0642
C -1.817 2.976 -1.193 0.3342 0.2721 0.2087
H -4.304 1.038 -1.618 -0.0206 0.0620 -0.0824
C 1.591 -0.014 -0.677 -0.0738 0.2394 -0.0509
H -1.314 2.073 3.593 0.0202 -0.0366 -0.0013
C 1.918 -1.301 -1.122 0.2890 0.4357 0.2265
H 5.154 2.882 1.860 0.0264 0.0515 0.0339
C -1.545 -1.157 -0.322 -0.0211 -0.0751 0.0063
O 5.443 -1.529 -0.055 -0.1804 0.3431 0.0914
H 0.314 1.621 -0.448 -0.1186 -0.1629 -0.0459
C 4.823 1.014 0.884 -0.0704 0.4394 0.1816
C 1.174 -3.310 -2.185 0.0427 -0.3026 -0.1058
C 0.213 0.600 -0.819 0.0192 -0.0927 0.0168
H -4.118 2.072 -3.041 -0.0417 -0.0529 0.0842
H -4.341 -3.327 3.697 0.0436 -0.0296 -0.0478
H 5.215 -3.592 -0.020 0.0073 0.0439 -0.0257
H -2.418 -3.592 -1.538 -0.0081 0.0276 -0.0077
C -2.918 4.032 -1.274 0.0233 -0.0859 0.0792
C 3.201 -1.825 -0.927 0.1306 -0.4335 -0.1430
C -0.861 0.337 1.416 -0.0090 0.0516 0.1309
H -2.887 4.534 -2.242 0.0280 0.0320 -0.0273
H 6.857 -2.932 -0.210 -0.0799 -0.0371 -0.0420
C -3.908 -3.115 2.719 -0.2424 -0.3995 0.0639
H -0.046 0.901 4.043 -0.0425 0.0147 -0.0158
H -5.069 3.696 -1.535 -0.0555 -0.0200 0.0366
O -3.360 -2.705 0.086 0.1228 0.3055 0.4755
C 5.814 -2.812 -0.500 0.0881 -0.2684 -0.0880
H -1.398 1.225 5.156 0.0518 0.0303 -0.0631
O -2.409 -0.050 -3.065 -0.1329 -0.2924 -0.2286
C 2.584 0.707 -0.010 0.4697 -0.9297 -0.2988
H -4.352 2.905 -0.122 -0.0348 0.0060 0.0436
H 1.418 -3.975 -1.352 0.0028 0.0525 -0.0257
C 4.180 -1.095 -0.281 -0.3557 0.4508 0.0964
C 4.472 2.235 1.333 0.2843 -0.3876 -0.0956
H 0.218 1.521 -2.772 0.0446 0.0065 -0.0193
```
Positions in Å, forces in eV/Å.

## Properties
multiplicity = 1
ΔE to the lowest compared entry with this formula, charge and spin = 0.0 kJ/mol
energy = -1704.1041 Eh

Record 6
The following is a DFT calculation (the ωB97M-V functional and the def2-TZVPD basis) of a structure of composition C10H14BCa2Cl8F5N5NaO7PS in a non-equilibrium geometry.

The geometry in XYZ format:
```
55
Properties=species:S:1:pos:R:3:forces:R:3
H -2.254 -6.084 -6.436 -0.0238 -0.0008 0.0480
O 3.478 -1.372 2.105 0.0840 -0.2578 -0.7866
H -2.468 -3.839 -5.225 -0.0115 0.0356 0.0749
H -0.626 1.452 3.068 -0.6843 0.2718 0.5878
O -5.314 -4.659 -8.236 -0.0021 -0.7387 -0.1267
P -0.310 1.924 0.833 -2.6389 3.8628 -3.2537
Cl 1.814 1.325 7.656 0.0486 -0.0489 -0.1950
O -0.696 2.249 2.509 1.5518 -1.7049 0.7989
C 1.764 0.250 1.489 0.9394 -1.0400 0.2327
N 1.636 -2.964 2.009 -0.0460 -0.6528 -0.4834
H 2.360 -0.729 6.719 0.0257 -0.0786 -0.2925
Ca 5.096 5.822 3.494 -0.8218 -0.0466 1.1848
O 1.481 4.145 7.935 -0.0375 -0.0356 -0.3207
O 1.772 4.562 5.587 -0.6609 -0.3253 -2.9223
O 2.732 6.088 7.185 0.1502 0.0858 -0.4282
N 1.473 1.364 0.876 -1.2620 -1.1063 0.4110
Ca 1.247 3.720 2.389 -1.0076 0.1979 0.7597
Cl -4.798 -2.188 -2.692 -0.0002 -0.0566 0.0246
C 3.990 0.608 0.887 -0.1524 -0.1577 0.1737
F 4.766 4.413 -0.482 -0.0887 -0.1926 0.2760
B 4.821 5.320 0.532 -0.1215 0.4191 -2.1812
H -3.495 -5.063 -4.445 0.0039 0.0595 0.0652
H -4.159 -3.471 -4.846 -0.0478 -0.0061 -0.0754
H 4.238 2.444 -0.154 -0.0778 0.0708 -0.1514
C -3.476 -4.249 -5.169 0.2057 -0.1510 -0.0401
F 3.539 5.797 0.886 -0.0443 -0.2762 1.0140
C 2.583 -2.323 1.919 -0.2613 0.5770 1.3605
Cl 1.997 0.649 4.842 -0.1487 -0.0032 -0.6233
H 5.042 0.377 0.830 0.1081 -0.0623 0.0361
H -1.785 0.670 -0.385 0.2596 -1.4832 -0.7126
Cl 4.355 0.489 6.547 -0.0558 -0.0749 -0.1326
C 3.088 -0.210 1.508 0.2546 0.8338 -0.3390
Cl -7.582 -1.478 -2.339 -0.0226 -0.0409 -0.0114
H -2.680 -5.468 -8.047 0.0720 -0.0532 0.0137
C -4.921 -4.281 -7.120 -0.1175 0.2752 0.1139
N 2.264 2.220 0.249 1.1754 -1.1477 1.3380
C -3.075 -5.811 -7.091 -0.1896 0.1597 -0.2083
C 3.513 1.790 0.309 1.1902 0.8370 -0.8906
C 2.604 0.303 6.503 0.1278 0.1696 0.8396
N -3.868 -4.757 -6.480 0.0200 -0.0538 -0.0122
H -5.442 -3.488 -6.572 -0.0559 0.0289 -0.0998
S 2.421 4.673 6.954 0.9964 0.7466 1.1045
Na -5.791 -6.562 -9.344 0.0538 0.5569 0.1787
F 5.666 6.358 0.262 0.0841 0.1811 0.6997
H -1.455 0.037 1.165 -0.1728 -0.5374 -0.3928
O 3.674 3.883 6.888 0.3991 -0.1942 -0.5108
C -5.980 -1.506 -1.572 0.1892 0.0820 0.0360
Cl -0.954 2.620 -1.529 0.6056 0.1191 0.4720
F -2.260 -0.793 -1.181 -0.3499 0.3463 0.1162
F 5.332 4.639 1.737 0.1462 -0.4170 0.8501
Cl -5.489 0.120 -1.162 -0.0452 0.1190 0.0436
Cl -6.049 -2.502 -0.114 -0.0363 -0.0308 -0.0250
H -3.703 -6.690 -7.268 0.1118 -0.0847 0.0817
N -1.070 0.556 0.381 0.7019 1.0068 2.5688
H 0.984 -0.319 1.978 -0.3202 0.0174 -0.2884
```
Positions in Å, forces in eV/Å.

## Properties
multiplicity = 1
total charge = +1
energy = -7652.4720 Eh